[1]
{"formula": "C22H36N6O3PdS", "method": "ωB97M-V/def2-TZVPD", "lumo_energy_ev": [0.72, -1.46], "de_lowest_kj_mol": 61.83, "max_force_ha_per_bohr": 0.0150, "spin_multiplicity": 3, "total_energy_ha": -1940.169764, "elements": ["Pd", "C", "N", "C", "C", "C", "C", "C", "C", "C", "N", "C", "C", "C", "C", "C", "C", "N", "C", "C", "H", "H", "H", "H", "H", "H", "H", "H", "H", "H", "H", "H", "H", "H", "H", "H", "H", "H", "H", "H", "C", "S", "O", "O", "O", "H", "H", "H", "C", "N", "C", "C", "N", "N", "C", "C", "H", "H", "H", "H", "H", "H", "H", "H", "H", "H", "H", "H", "H"], "positions_angstrom": [[0.480, 0.046, -0.470], [-0.992, -1.489, 2.624], [-1.148, -1.830, 1.216], [-2.562, -1.827, 0.831], [-0.508, -3.051, 0.832], [-1.043, -4.292, 1.169], [-0.526, -5.470, 0.655], [0.540, -5.404, -0.235], [1.122, -4.184, -0.517], [0.660, -2.991, 0.064], [1.341, -1.773, -0.135], [2.731, -1.878, -0.272], [3.499, -2.866, 0.368], [4.861, -2.963, 0.158], [5.503, -2.080, -0.704], [4.767, -1.064, -1.287], [3.406, -0.934, -1.041], [2.681, 0.214, -1.526], [2.617, 0.246, -2.991], [3.315, 1.432, -0.982], [-1.548, -2.164, 3.291], [-1.355, -0.470, 2.770], [0.064, -1.525, 2.894], [-3.126, -2.652, 1.281], [-2.650, -1.899, -0.254], [-3.003, -0.889, 1.154], [-1.907, -4.327, 1.821], [-0.967, -6.422, 0.920], [0.923, -6.302, -0.705], [1.961, -4.141, -1.199], [3.014, -3.556, 1.045], [5.422, -3.734, 0.670], [6.564, -2.168, -0.897], [5.258, -0.335, -1.920], [3.588, 0.512, -3.426], [1.869, 0.960, -3.315], [2.322, -0.735, -3.358], [4.288, 1.612, -1.454], [3.465, 1.307, 0.088], [2.670, 2.287, -1.130], [0.708, 3.408, -3.153], [-0.232, 2.537, -1.923], [0.572, 2.546, -0.690], [-1.494, 3.242, -1.851], [-0.354, 1.134, -2.397], [0.419, 4.456, -3.084], [0.447, 3.012, -4.134], [1.773, 3.295, -2.962], [-4.252, 1.674, -0.701], [-3.694, 2.406, 0.422], [-3.878, 3.853, 0.285], [-2.475, 1.953, 0.913], [-1.761, 1.040, 0.364], [-2.049, 2.565, 2.072], [-0.665, 2.439, 2.477], [-2.973, 2.936, 3.125], [-5.272, 2.021, -0.861], [-4.290, 0.609, -0.478], [-3.680, 1.834, -1.623], [-3.535, 4.192, -0.697], [-3.308, 4.382, 1.041], [-4.934, 4.100, 0.402], [-2.113, 0.835, -0.565], [-0.056, 2.172, 1.619], [-0.543, 1.680, 3.260], [-0.314, 3.394, 2.876], [-3.996, 2.773, 2.804], [-2.858, 3.987, 3.408], [-2.785, 2.330, 4.017]], "lowdin_charge": [0.95, -0.08, -0.23, -0.10, -0.21, -0.03, -0.08, -0.08, -0.04, -0.21, -0.01, -0.23, -0.03, -0.08, -0.08, -0.03, -0.22, -0.24, -0.06, -0.07, 0.09, 0.06, 0.09, 0.08, 0.10, 0.06, 0.11, 0.10, 0.10, 0.12, 0.12, 0.11, 0.10, 0.11, 0.09, 0.05, 0.10, 0.09, 0.10, 0.05, -0.14, 0.39, -0.42, -0.33, -0.43, 0.06, 0.07, 0.05, -0.07, -0.15, -0.06, -0.45, 0.10, -0.16, -0.06, -0.07, 0.09, 0.08, 0.09, 0.08, 0.08, 0.09, 0.03, 0.05, 0.08, 0.09, 0.08, 0.09, 0.08]}

=====

[2]
{"formula": "C5H5FI2O2", "method": "ωB97M-V/def2-TZVPD", "lumo_energy_ev": -0.31, "de_lowest_kj_mol": 99.33, "max_force_ha_per_bohr": 0.0930, "total_energy_ha": -1039.175553, "elements": ["C", "C", "C", "C", "C", "O", "O", "F", "I", "I", "H", "H", "H", "H", "H"], "positions_angstrom": [[-0.053, -0.066, 0.251], [-0.209, 0.948, -0.687], [-0.078, -1.357, -0.190], [0.163, -2.408, 0.834], [0.191, 2.696, 0.088], [-0.254, -1.770, -1.448], [-0.494, 1.013, -1.853], [1.056, 2.561, 1.038], [-1.731, 3.499, 0.946], [0.830, 3.849, -1.606], [0.218, 0.186, 1.348], [0.795, -1.968, 1.601], [-0.740, -2.979, 1.414], [0.811, -3.126, 0.269], [-0.506, -1.078, -2.006]], "lowdin_charge": [-0.03, -0.40, -0.35, -0.03, -1.24, 0.15, 0.00, -0.10, 0.64, 0.80, 0.16, 0.07, 0.15, 0.10, 0.07]}

=====

[3]
{"formula": "C33H40Br2N9O4Ti", "method": "ωB97M-V/def2-TZVPD", "charge": 1, "lumo_energy_ev": -3.30, "de_lowest_kj_mol": 80.42, "max_force_ha_per_bohr": 0.0123, "total_energy_ha": -8072.765651, "elements": ["Ti", "N", "C", "C", "O", "N", "C", "C", "O", "O", "H", "H", "H", "H", "H", "H", "Br", "C", "C", "C", "Br", "C", "C", "C", "C", "N", "C", "C", "O", "H", "H", "H", "H", "C", "N", "C", "C", "N", "C", "C", "C", "C", "C", "C", "C", "C", "C", "N", "C", "N", "C", "C", "N", "C", "C", "C", "N", "C", "C", "H", "H", "H", "H", "H", "H", "H", "H", "H", "H", "H", "H", "H", "H", "H", "H", "H", "H", "H", "H", "H", "H", "H", "H", "H", "H", "H", "H", "H", "H"], "positions_angstrom": [[0.507, 1.002, -1.084], [0.485, 3.094, -0.352], [1.658, 3.445, 0.444], [2.824, 2.658, -0.108], [3.977, 3.011, 0.018], [2.409, 1.556, -0.797], [3.398, 1.079, -1.738], [2.647, 0.383, -2.843], [3.160, -0.260, -3.721], [1.326, 0.554, -2.730], [-0.397, 3.172, 0.148], [0.425, 3.648, -1.207], [1.893, 4.513, 0.425], [1.509, 3.137, 1.478], [3.963, 1.919, -2.162], [4.147, 0.405, -1.310], [-2.017, 3.683, -4.470], [-2.801, 2.455, -3.288], [-4.193, 2.209, -3.362], [-4.800, 1.309, -2.533], [-6.655, 1.000, -2.691], [-4.042, 0.595, -1.566], [-4.527, -0.412, -0.708], [-3.655, -1.056, 0.130], [-2.301, -0.679, 0.137], [-1.820, 0.274, -0.628], [-2.668, 0.885, -1.484], [-2.028, 1.804, -2.358], [-0.728, 1.942, -2.221], [-4.771, 2.742, -4.102], [-5.575, -0.678, -0.735], [-3.988, -1.850, 0.782], [-1.593, -1.192, 0.772], [0.823, -2.257, -4.250], [0.300, -2.102, -2.895], [-1.121, -1.829, -2.865], [1.084, -1.923, -1.827], [0.694, -1.144, -0.765], [0.906, -1.844, 0.450], [0.700, -3.206, 0.493], [1.257, -4.007, 1.510], [2.048, -3.442, 2.465], [2.153, -2.030, 2.547], [2.857, -1.417, 3.614], [2.800, -0.067, 3.800], [1.949, 0.711, 2.991], [1.266, 0.146, 1.946], [0.235, 0.892, 1.304], [-0.784, 1.249, 2.066], [-1.511, 2.408, 1.703], [-1.089, 3.687, 2.284], [-2.965, 2.332, 1.640], [-1.235, 0.582, 3.159], [-1.034, -0.830, 3.441], [-1.896, 1.257, 4.268], [1.474, -1.218, 1.607], [2.273, -2.553, -1.818], [3.367, -2.152, -0.953], [2.485, -3.836, -2.467], [0.420, -1.442, -4.854], [0.507, -3.211, -4.674], [1.902, -2.163, -4.260], [-1.606, -2.514, -3.561], [-1.326, -0.806, -3.194], [-1.520, -1.996, -1.868], [0.193, -3.690, -0.333], [1.103, -5.077, 1.486], [2.552, -4.048, 3.204], [3.423, -2.045, 4.289], [3.345, 0.401, 4.606], [1.780, 1.751, 3.238], [-1.190, 4.488, 1.548], [-0.057, 3.646, 2.615], [-1.711, 3.962, 3.140], [-3.284, 1.365, 1.265], [-3.310, 3.099, 0.945], [-3.447, 2.519, 2.605], [-0.880, -1.399, 2.536], [-1.940, -1.195, 3.927], [-0.184, -0.992, 4.107], [-1.724, 2.326, 4.242], [-1.465, 0.880, 5.196], [-2.968, 1.055, 4.284], [3.175, -1.173, -0.526], [4.279, -2.110, -1.549], [3.496, -2.871, -0.140], [1.545, -4.233, -2.837], [2.889, -4.529, -1.724], [3.194, -3.755, -3.292]], "lowdin_charge": [1.21, -0.02, -0.12, -0.51, 0.09, -0.06, -0.11, -0.54, 0.11, -0.14, 0.06, 0.13, 0.14, 0.08, 0.15, 0.13, 0.83, -0.60, -0.14, -0.62, 0.82, -0.18, -0.01, -0.02, -0.15, 0.07, -0.18, -0.38, -0.21, 0.10, 0.09, 0.12, 0.09, -0.03, -0.11, -0.01, -0.38, 0.04, -0.25, -0.03, -0.06, -0.03, -0.17, -0.02, -0.05, -0.02, -0.23, 0.10, -0.35, -0.18, -0.06, -0.04, -0.09, -0.01, -0.02, -0.09, -0.11, -0.01, -0.02, 0.11, 0.10, 0.07, 0.11, 0.10, 0.08, 0.12, 0.11, 0.12, 0.12, 0.11, 0.11, 0.10, 0.09, 0.09, 0.07, 0.11, 0.08, 0.07, 0.11, 0.11, 0.07, 0.11, 0.10, 0.08, 0.11, 0.10, 0.09, 0.10, 0.11]}

=====

[4]
{"formula": "C11H10ClIrNO", "method": "ωB97M-V/def2-TZVPD", "charge": -1, "lumo_energy_ev": [2.62, -0.11], "de_lowest_kj_mol": 85.43, "max_force_ha_per_bohr": 0.1167, "spin_multiplicity": 5, "total_energy_ha": -1119.496429, "elements": ["C", "C", "C", "H", "C", "C", "H", "H", "H", "H", "Ir", "Cl", "C", "C", "C", "H", "C", "C", "H", "H", "H", "H", "O", "C", "N"], "positions_angstrom": [[-0.907, 2.378, -0.302], [-1.818, 1.305, 0.093], [-1.781, 0.285, -0.920], [-2.412, 1.307, 0.998], [-0.924, 0.778, -1.975], [-0.322, 2.011, -1.553], [0.409, 2.637, -2.070], [-0.679, 3.306, 0.250], [-2.348, -0.646, -0.920], [-0.743, 0.278, -2.934], [0.128, 0.456, -0.025], [0.652, -1.345, 1.276], [-2.094, -4.348, 1.589], [-2.463, -4.582, 0.230], [-3.714, -3.936, -0.004], [-1.904, -5.173, -0.490], [-4.122, -3.309, 1.212], [-3.122, -3.566, 2.197], [-3.150, -3.248, 3.236], [-1.198, -4.716, 2.080], [-4.274, -3.944, -0.936], [-5.046, -2.759, 1.368], [4.023, 1.843, -0.305], [2.971, 1.422, 0.016], [1.880, 1.000, 0.310]], "lowdin_charge": [-0.25, -0.26, -0.27, 0.11, -0.21, -0.27, 0.11, 0.11, 0.12, 0.11, 1.19, -0.08, -0.21, -0.21, -0.22, 0.05, -0.22, -0.21, 0.05, 0.05, 0.05, 0.05, 0.09, -0.45, -0.21]}

=====

[5]
{"formula": "C4H4N2O", "method": "ωB97M-V/def2-TZVPD", "lumo_energy_ev": 0.41, "de_lowest_kj_mol": 164.53, "max_force_ha_per_bohr": 0.0923, "total_energy_ha": -339.519002, "elements": ["O", "C", "C", "N", "C", "N", "C", "H", "H", "H", "H"], "positions_angstrom": [[-2.147, -0.223, -0.073], [-0.771, -0.059, -0.094], [-0.097, -1.210, -0.149], [1.244, -1.231, -0.193], [1.795, -0.036, 0.061], [1.122, 1.052, -0.121], [-0.160, 1.164, -0.169], [-2.623, 0.514, 0.416], [-0.607, -2.193, 0.199], [2.951, 0.149, 0.295], [-0.706, 2.073, -0.174]], "lowdin_charge": [0.01, -0.33, -0.09, 0.09, -0.23, 0.05, -0.07, 0.14, 0.16, 0.15, 0.12]}

=====

[6]
{"formula": "C6H10O5", "method": "ωB97M-V/def2-TZVPD", "lumo_energy_ev": 0.64, "de_lowest_kj_mol": 546.60, "max_force_ha_per_bohr": 0.1362, "total_energy_ha": -610.634404, "elements": ["O", "C", "C", "O", "C", "C", "O", "C", "O", "C", "O", "H", "H", "H", "H", "H", "H", "H", "H", "H", "H"], "positions_angstrom": [[0.289, 1.881, 1.073], [-0.204, 1.431, -0.181], [-1.219, 0.402, 0.155], [-2.503, 0.313, -0.649], [-0.986, -1.003, 0.369], [0.133, -1.400, 1.148], [1.346, -1.476, 0.391], [0.836, -0.923, -0.810], [-0.409, -1.372, -0.913], [1.007, 0.499, -0.964], [2.349, 0.857, -0.441], [1.447, 1.956, 0.989], [-0.937, 1.953, -0.850], [-1.307, 0.607, 1.199], [-2.828, 1.297, -0.644], [-2.018, -1.385, 0.431], [0.079, -0.874, 2.124], [-0.056, -2.487, 1.243], [1.511, -1.115, -1.626], [0.902, 0.828, -2.015], [2.568, 0.012, -0.030]], "lowdin_charge": [-0.08, -0.22, -0.31, -0.05, -0.26, -0.12, 0.01, -0.44, 0.05, -0.15, -0.02, 0.23, 0.16, 0.14, 0.14, 0.19, 0.16, 0.15, 0.18, 0.16, 0.08]}